Record 1
Computed, not measured: C24H32N2O2RuS4Sb as an isolated structure, with the ωB97M-V functional and the def2-TZVPD basis.

XYZ file:
```
66
Properties=species:S:1:pos:R:3:forces:R:3
Ru -1.00774 -0.14443 0.38106 -0.13 0.34 0.16
C -2.38734 -1.25821 -2.38849 0.09 -0.07 0.04
C -3.21580 -0.00623 -2.18819 -0.06 0.06 -0.02
S -2.55506 1.16746 -0.93057 0.03 -0.24 -0.02
C -4.05290 1.44105 0.09330 0.06 0.08 0.02
C -3.90997 0.98401 1.53664 0.10 0.03 0.06
S -2.92410 -0.52234 1.69592 -0.12 -0.03 0.05
C -3.93765 -1.69691 0.72777 0.00 -0.07 0.04
C -3.06963 -2.71852 0.01923 0.00 0.02 -0.02
S -1.67210 -2.03339 -0.91191 0.20 -0.22 -0.10
H -2.96937 -2.01535 -2.91686 0.00 0.01 0.02
H -1.50591 -1.03333 -2.98582 0.01 0.00 -0.02
H -3.25864 0.54397 -3.12758 0.04 0.04 0.02
H -4.23631 -0.24584 -1.89994 0.00 0.01 0.00
H -4.25461 2.51158 0.06755 -0.01 0.01 0.01
H -4.88904 0.95518 -0.40366 0.01 0.00 -0.03
H -3.37713 1.72002 2.13698 -0.02 0.01 0.01
H -4.88139 0.82054 2.00487 0.00 -0.01 -0.01
H -4.61112 -2.19378 1.42636 -0.01 0.01 0.00
H -4.54043 -1.13165 0.02254 0.01 0.02 0.00
H -2.60353 -3.40256 0.73076 0.01 0.01 0.00
H -3.67128 -3.32541 -0.65869 0.00 0.00 0.01
O 1.52716 2.17602 -1.41622 0.08 0.20 -0.06
S 0.98015 0.93862 -1.89362 0.37 -0.91 1.19
O -0.33582 0.95652 -2.47560 -0.66 -0.06 0.00
N 0.83354 -0.13978 -0.59512 -0.36 0.92 -1.62
C 1.92310 -0.50818 0.16675 1.15 -0.11 0.13
C 3.27789 -0.36601 -0.16581 -1.15 0.03 0.18
C 4.27020 -0.85170 0.69203 -0.07 -0.30 0.48
C 3.95146 -1.49355 1.86496 -0.07 0.07 -0.12
C 2.59298 -1.65326 2.24038 0.48 0.01 -0.09
C 2.19060 -2.29764 3.42486 -0.27 -0.03 0.09
C 0.85334 -2.39091 3.71509 0.20 0.00 0.00
C -0.07937 -1.82105 2.84219 -0.10 0.13 -0.16
N 0.26195 -1.20557 1.71702 -0.39 -0.30 0.34
C 1.58810 -1.14257 1.39959 0.40 0.39 -0.78
C 2.05641 0.20170 -3.06466 0.09 -0.10 0.16
C 2.99391 1.00366 -3.69895 0.01 0.01 0.01
C 3.81300 0.42884 -4.66044 -0.01 0.00 -0.01
C 3.69330 -0.92028 -4.96159 0.00 0.00 0.00
C 2.75305 -1.71189 -4.31020 0.00 0.03 0.00
C 1.92409 -1.15210 -3.35452 -0.04 0.00 -0.01
H 3.56923 0.12192 -1.08271 0.00 0.02 0.00
H 5.30715 -0.72446 0.41274 0.01 -0.01 0.01
H 4.72498 -1.88362 2.51265 -0.02 0.01 0.01
H 2.93770 -2.71007 4.09106 -0.01 -0.01 0.00
H 0.50066 -2.88182 4.61039 -0.01 0.00 0.00
H -1.13135 -1.85573 3.08763 -0.01 -0.01 0.01
H 3.07600 2.05186 -3.44516 0.01 0.00 0.01
H 4.54603 1.03708 -5.17199 0.00 0.00 0.00
H 4.33873 -1.36206 -5.70869 0.00 0.00 0.00
H 2.67047 -2.76349 -4.54811 0.00 0.00 0.00
H 1.19572 -1.76068 -2.83094 0.02 0.03 0.01
C -0.85375 2.11483 3.67762 -0.04 -0.02 0.00
Sb -0.22713 2.03244 1.65004 0.27 0.04 0.14
C 1.85584 2.28922 1.92386 -0.05 0.02 -0.05
C -0.87190 3.86672 0.82476 -0.03 -0.04 -0.05
H -0.47855 3.03152 4.13017 0.01 0.00 -0.03
H -0.43083 1.26217 4.20821 -0.01 0.00 0.00
H -1.93671 2.09351 3.78111 0.00 0.00 0.02
H 1.99359 3.21107 2.48756 -0.02 0.01 0.01
H 2.34458 2.36826 0.95638 -0.02 -0.03 -0.01
H 2.26542 1.45509 2.49107 -0.01 -0.01 -0.03
H -0.43472 4.68908 1.38781 0.00 -0.02 0.01
H -1.95773 3.93955 0.86860 -0.01 0.03 0.00
H -0.54143 3.91089 -0.21148 0.01 0.01 0.00
```
Positions in Å, forces in eV/Å.

Summary:
**Spin multiplicity**: 2
**Energy**: -84930.4636 eV
**Net charge**: +2
**LUMO (alpha / beta)**: -5.852 / -8.109 eV
**Largest force on an atom**: 0.0369 Eh/bohr

=====

Record 2
Computed, not measured: a 5-piece molecular cluster, C4H17N2O6 overall, with the ωB97M-V functional and the def2-TZVPD basis.

XYZ file:
```
29
Properties=species:S:1:pos:R:3:forces:R:3
C 2.00820 0.72040 0.76260 -0.03 0.63 0.01
C 1.65372 -0.71722 1.18946 0.35 -0.35 0.17
C 0.16418 -1.06290 1.28575 -0.18 -0.45 -0.41
O -0.17575 -2.26312 0.59650 0.13 -0.49 0.23
N 0.89366 1.50785 0.23697 0.42 -0.31 0.15
C 0.60684 1.48386 -1.15965 -0.05 0.61 -0.61
N 1.21664 0.59088 -1.91094 0.54 -0.62 0.77
O -0.20875 2.36164 -1.52757 -0.48 0.18 0.04
H 2.40518 1.27849 1.62129 -0.14 -0.13 -0.06
H 2.79894 0.71497 0.00424 -0.02 -0.23 0.11
H 2.12756 -1.41624 0.49621 -0.22 0.05 -0.05
H 2.15130 -0.93648 2.13998 -0.09 0.11 0.04
H -0.17501 -1.25269 2.30864 0.17 0.33 0.02
H -0.42766 -0.26351 0.84624 0.00 0.24 0.17
H 0.87902 2.45344 0.60323 -0.07 -0.18 -0.40
H 0.96018 0.68399 -2.88943 -0.28 0.27 0.29
H 1.44629 -1.07442 -1.55964 -0.36 -0.15 -0.57
H 0.73680 -2.18798 -2.42191 0.47 0.22 0.65
H 0.32068 -2.31244 -0.25123 0.01 0.22 0.07
O 1.30808 -2.08355 -1.63527 -0.15 -0.06 -0.52
H -2.87439 -0.89664 -0.33912 0.14 -1.07 0.45
H -1.95227 -2.05308 0.26614 -0.59 0.32 -0.24
O -2.89050 -1.79265 0.10186 0.32 0.73 -0.26
H -2.19094 1.20269 -1.54844 -0.42 -0.18 0.48
H -2.80333 1.38055 -0.15989 -0.05 -0.08 -0.25
O -2.92770 0.87138 -0.98484 0.49 0.33 -0.48
H -1.13260 1.93926 0.81217 0.23 0.05 -0.13
H -1.97172 1.13642 1.77902 -0.03 -0.25 0.18
O -1.94664 1.98712 1.33763 -0.12 0.25 0.15
```
Positions in Å, forces in eV/Å.

Summary:
**Spin multiplicity**: 1
**Energy**: -19691.8831 eV
**Net charge**: -1
**LUMO**: 3.424 eV
**Largest force on an atom**: 0.0227 Eh/bohr

=====

Record 3
Computed, not measured: one molecule with the formula C4H9N3, with the ωB97M-V functional and the def2-TZVPD basis.

XYZ file:
```
16
Properties=species:S:1:pos:R:3:forces:R:3
H -2.70948 -1.37954 -1.89820 0.19 -0.20 0.09
N -2.67419 -0.45970 -1.45332 -0.60 -0.47 -1.72
C -1.58109 -0.14869 -0.96751 -0.47 3.07 5.01
C -0.71366 -0.21669 0.23068 3.43 -4.59 -1.86
N -0.81979 -1.10639 1.16740 -0.82 1.52 0.36
H -1.67679 -1.65171 1.13812 0.06 0.01 -0.23
N 0.48301 0.51189 0.08743 -0.29 0.75 0.34
C 1.11404 0.90191 1.33929 -0.09 -0.22 -0.02
C 1.41834 -0.00495 -0.89803 -0.18 0.08 0.05
H -1.64109 0.90802 -0.25214 -1.30 0.11 -2.01
H 1.61428 0.06395 1.83562 0.05 -0.03 -0.01
H 1.84382 1.68472 1.12878 -0.04 0.01 0.05
H 0.35369 1.27504 2.02436 0.08 0.08 -0.04
H 1.93684 -0.90256 -0.53507 -0.03 -0.03 -0.04
H 0.89376 -0.23977 -1.82377 0.01 -0.06 -0.01
H 2.15832 0.76448 -1.12363 0.00 -0.04 0.03
```
Positions in Å, forces in eV/Å.

Summary:
**SMILES**: [H]/N=C\C(=N/[H])N(C)C
**Spin multiplicity**: 1
**Energy**: -8759.8929 eV
**LUMO**: -0.121 eV
**Largest force on an atom**: 0.1171 Eh/bohr

=====

Record 4
Computed, not measured: C31H26BMnN9S2Se as an isolated structure, with the ωB97M-V functional and the def2-TZVPD basis.

XYZ file:
```
71
Properties=species:S:1:pos:R:3:forces:R:3
Mn -0.25805 -0.20961 0.07263 0.41 -0.13 -0.29
C -2.83157 2.88618 2.20790 0.00 0.01 0.00
C -3.16440 2.19060 3.36158 0.00 -0.01 0.02
C -2.74892 0.88061 3.50745 0.02 0.00 -0.03
C -2.00368 0.28168 2.49445 -0.02 0.05 0.04
N -1.65814 0.97446 1.39548 -0.20 -0.02 -0.10
C -2.07350 2.23430 1.25612 0.05 0.01 -0.01
C -1.53352 -1.11733 2.53463 -0.01 -0.10 0.02
C -1.92892 -2.02124 3.52132 0.00 0.03 -0.04
C -1.44358 -3.31857 3.51515 0.00 -0.03 0.02
C -0.55359 -3.72934 2.53268 0.01 -0.02 -0.01
C -0.15461 -2.83897 1.54238 -0.03 0.03 0.05
C -0.65630 -1.54764 1.53629 -0.01 0.09 -0.19
H -3.15020 3.90641 2.04898 0.00 0.00 0.00
H -3.74672 2.66499 4.14043 0.00 0.00 0.00
H -2.99791 0.32884 4.40116 0.00 -0.01 0.00
H -1.78016 2.73329 0.33980 -0.01 0.00 0.01
H -2.62191 -1.72724 4.29849 0.00 0.02 0.00
H -1.75653 -4.01114 4.28490 0.00 0.00 0.00
H -0.16748 -4.74081 2.54243 0.00 0.01 -0.01
H 0.55249 -3.14816 0.78395 0.04 -0.03 -0.06
C 2.52969 -3.98612 -1.10858 -0.02 -0.02 0.03
N 3.20721 -2.77412 -0.69424 -0.08 0.03 0.05
C 4.41251 -2.72997 -0.01836 0.03 -0.03 -0.08
C 4.77987 -1.43375 0.02525 0.02 0.04 0.03
N 3.81383 -0.68518 -0.61335 -0.13 -0.05 0.03
B 3.96684 0.81565 -0.93455 0.02 0.01 -0.01
N 3.10251 1.77288 0.01601 0.14 0.06 0.03
C 3.35803 3.12237 -0.06917 0.02 0.01 0.04
C 2.64831 3.75806 0.89131 -0.06 -0.03 -0.02
N 1.93937 2.78611 1.56061 0.07 0.01 -0.04
C 1.13470 3.02694 2.74774 -0.02 0.00 -0.02
C 2.23519 1.57690 1.00697 -0.10 -0.08 0.10
S 1.56494 0.07662 1.57972 0.04 0.08 0.07
C 2.84398 -1.51712 -1.03285 0.21 0.13 -0.09
S 1.41936 -1.06278 -1.86160 -0.29 -0.17 0.08
H 2.56919 -4.71750 -0.30320 -0.01 0.01 0.00
H 3.00437 -4.40193 -1.99709 0.01 0.00 0.01
H 1.49857 -3.74140 -1.35040 -0.01 0.00 0.02
H 4.89458 -3.62130 0.34064 0.00 0.01 0.01
H 5.65434 -0.96841 0.44188 0.00 -0.02 0.01
H 3.63988 1.06683 -2.06234 -0.04 -0.05 -0.03
H 5.11188 1.11037 -0.70301 0.01 0.02 -0.02
H 4.04618 3.50612 -0.80145 0.01 0.01 0.02
H 2.58970 4.79587 1.16833 0.02 0.00 -0.01
H 0.35777 3.75742 2.52804 -0.01 0.00 0.00
H 1.76917 3.40128 3.54958 -0.01 -0.01 0.01
H 0.68255 2.08792 3.05371 -0.02 0.00 -0.01
Se -3.59349 0.97684 -6.83729 0.01 0.00 0.20
N -2.44753 1.93157 -5.85925 -0.03 -0.08 -0.15
C -2.25308 1.27368 -4.75037 -0.02 -0.02 0.05
C -1.36558 1.73207 -3.68789 0.00 -0.07 0.09
C -0.62168 2.90608 -3.77553 0.04 0.05 0.00
C 0.19311 3.26164 -2.72275 0.01 0.02 -0.03
C 0.24350 2.43869 -1.60533 -0.10 -0.08 -0.04
N -0.46526 1.31867 -1.50784 0.06 0.15 0.22
C -1.25372 0.95796 -2.53239 -0.02 0.01 -0.05
C -1.98335 -0.30744 -2.39053 -0.01 0.02 -0.05
N -1.78348 -1.00358 -1.25720 -0.05 -0.02 0.23
C -2.42510 -2.15450 -1.08852 0.00 0.01 -0.02
C -3.29292 -2.67508 -2.04187 0.00 0.00 -0.01
C -3.49603 -1.97679 -3.21075 0.01 0.00 0.01
C -2.83090 -0.76526 -3.39702 0.01 -0.01 0.04
C -2.97962 0.03898 -4.60478 0.00 0.02 0.03
N -3.75660 -0.29567 -5.59715 0.04 0.06 -0.17
H -0.69320 3.51355 -4.66795 -0.01 -0.01 0.00
H 0.79433 4.15878 -2.75537 0.00 0.00 0.01
H 0.87759 2.68292 -0.76617 0.00 0.04 0.01
H -2.23283 -2.67787 -0.16136 0.00 0.00 0.00
H -3.78872 -3.61659 -1.85502 0.00 0.00 0.00
H -4.15525 -2.34293 -3.98648 0.00 0.00 0.00
```
Positions in Å, forces in eV/Å.

Summary:
**Spin multiplicity**: 5
**Energy**: -164992.7538 eV
**Net charge**: +1
**LUMO (alpha / beta)**: -3.287 / -3.299 eV
**Largest force on an atom**: 0.0101 Eh/bohr

=====

Record 5
Computed, not measured: C9H11PS as an isolated structure, with the ωB97M-V functional and the def2-TZVPD basis.

XYZ file:
```
22
Properties=species:S:1:pos:R:3:forces:R:3
C -2.87868 -0.45212 0.89568 1.48 1.36 0.79
C -1.92470 -1.40220 1.15747 -0.59 -0.31 -0.14
C -2.42656 0.89765 0.98230 -2.36 0.01 -0.33
C -0.57615 -1.08320 1.28630 -0.55 2.26 -0.08
C -1.14709 1.25711 1.29060 0.86 -2.59 -0.14
C -0.12987 0.25699 1.35824 -1.11 -0.35 -0.43
C 1.25937 0.15899 -1.61150 -0.79 1.72 0.48
C 1.65857 1.26351 -0.58800 -0.86 -0.54 -0.02
C 2.26605 -0.94274 -1.57053 0.41 0.05 -1.60
P 1.62755 0.84120 1.22897 -0.11 -2.87 -1.92
S 2.51816 -1.59445 0.06310 -0.65 1.40 1.18
H -3.87469 -0.82387 0.73787 -0.41 0.64 -0.17
H -2.33541 -2.40614 1.20069 0.77 -0.28 -0.11
H -3.13423 1.72930 0.82779 0.20 -0.56 0.11
H 0.11936 -1.82414 1.12403 1.54 -1.62 0.29
H -0.93382 2.26248 1.42097 0.53 1.85 0.11
H 0.22260 -0.13512 -1.27314 1.06 -0.26 -0.51
H 1.14235 0.55048 -2.69331 0.33 -0.28 1.72
H 2.67561 1.61158 -0.67089 0.25 0.49 -0.71
H 0.87894 1.95914 -0.85123 0.11 1.33 0.54
H 1.72781 -1.53953 -2.34498 1.15 -1.04 0.79
H 3.26483 -0.58491 -1.97042 -1.25 -0.40 0.17
```
Positions in Å, forces in eV/Å.

Summary:
**Spin multiplicity**: 1
**Energy**: -29633.1783 eV
**LUMO**: -0.980 eV
**Largest force on an atom**: 0.0672 Eh/bohr

=====

Record 6
Computed, not measured: a 2-piece molecular cluster, C3H4FNO2 overall, with the ωB97M-V functional and the def2-TZVPD basis.

XYZ file:
```
11
Properties=species:S:1:pos:R:3:forces:R:3
C 1.29388 0.50295 1.12994 0.88 -1.86 0.37
N 0.06301 0.15529 1.32315 0.45 0.31 1.86
O -0.99695 0.74491 1.05173 0.39 -0.57 -0.24
O -0.08348 -0.96556 2.26850 -1.90 0.89 -1.65
H 2.12140 -0.15847 1.46964 -1.20 0.43 -0.06
H 1.58719 1.34436 0.55796 -0.55 0.71 -0.49
H -1.09527 -1.05851 2.19659 1.94 0.07 0.27
C -1.07424 0.18836 -2.01918 0.91 -0.63 -0.75
C -0.48418 -0.27434 -2.95369 -0.58 -0.12 0.04
F -0.04509 -0.83366 -4.01349 0.23 0.14 -0.26
H -1.28626 0.35467 -1.01114 -0.55 0.63 0.91
```
Positions in Å, forces in eV/Å.

Summary:
**SMILES**: C=[N+]([O-])O.C#CF
**Spin multiplicity**: 1
**Energy**: -11471.5676 eV
**LUMO**: 0.508 eV
**Largest force on an atom**: 0.0519 Eh/bohr